[1]
{"formula": "C30H52N8O10", "method": "ωB97M-V/def2-TZVPD", "smiles": "O=[N+]([O-])c1ccccc1.O=[N+]([O-])c1ccccc1.CN(C)C=O.CN(C)C=O.CN(C)C=O.CN(C)C=O.CN(C)C=O.CN(C)C=O", "e_homo_ev": -8.83, "total_charge": 0, "gap_ev": 8.253, "fmax_ev_per_a": 3.70, "energy_ev": -64342.697, "relative_energy_kj_mol": 0.00, "symbols": ["O", "N", "O", "C", "C", "C", "C", "C", "C", "H", "H", "H", "H", "H", "O", "N", "O", "C", "C", "C", "C", "C", "C", "H", "H", "H", "H", "H", "C", "N", "C", "C", "O", "H", "H", "H", "H", "H", "H", "H", "C", "N", "C", "C", "O", "H", "H", "H", "H", "H", "H", "H", "C", "N", "C", "C", "O", "H", "H", "H", "H", "H", "H", "H", "C", "N", "C", "C", "O", "H", "H", "H", "H", "H", "H", "H", "C", "N", "C", "C", "O", "H", "H", "H", "H", "H", "H", "H", "C", "N", "C", "C", "O", "H", "H", "H", "H", "H", "H", "H"], "positions_angstrom": [[6.95018, 12.58438, 11.87174], [7.05932, 13.26105, 10.87017], [6.70285, 12.80785, 9.77670], [7.48642, 14.65206, 11.02871], [7.44350, 15.50647, 9.92076], [7.73902, 16.86556, 10.10801], [8.07664, 17.35276, 11.33059], [8.12435, 16.47201, 12.48151], [7.83732, 15.13699, 12.27630], [7.38885, 15.13958, 8.93036], [7.66604, 17.60279, 9.33444], [8.34877, 18.39234, 11.43611], [8.40653, 16.83692, 13.48096], [7.75224, 14.50964, 13.19524], [12.90263, 18.19252, 12.13128], [12.86581, 18.19650, 10.92328], [13.72784, 17.79918, 10.23099], [11.64554, 18.78295, 10.25151], [11.11552, 18.12484, 9.09552], [9.93251, 18.59066, 8.47270], [9.37843, 19.78249, 8.93795], [9.85969, 20.41518, 10.07204], [10.98823, 19.91347, 10.72827], [11.55670, 17.22260, 8.66564], [9.51124, 18.07710, 7.63326], [8.44288, 20.14412, 8.51680], [9.50396, 21.39660, 10.45134], [11.36584, 20.41310, 11.59802], [11.71753, 7.67041, 9.51655], [12.64488, 8.32129, 10.39286], [14.02701, 8.61028, 9.97482], [12.13030, 9.00286, 11.45930], [10.93511, 8.95893, 11.88487], [10.75933, 7.72407, 10.05833], [11.98063, 6.62276, 9.32936], [11.54638, 8.20812, 8.56830], [14.00041, 9.31087, 9.15640], [14.57331, 8.97159, 10.84403], [14.56678, 7.69851, 9.70746], [12.83172, 9.53530, 12.01675], [10.15989, 12.39386, 6.32430], [10.02270, 13.18188, 7.52178], [10.03106, 12.50226, 8.83100], [10.08560, 14.52171, 7.49698], [9.99718, 15.18460, 8.51917], [9.30115, 11.79568, 6.24083], [11.08054, 11.89350, 6.40784], [10.28606, 13.12287, 5.54764], [9.11752, 11.87685, 8.93348], [10.95438, 11.87211, 8.93661], [9.84869, 13.19663, 9.62996], [10.21669, 14.84019, 6.44648], [17.83395, 12.18494, 12.18594], [16.99855, 12.85998, 13.20245], [15.61456, 13.11519, 12.91563], [17.48973, 13.32544, 14.38105], [16.90411, 13.97468, 15.20569], [17.52004, 11.14883, 12.05902], [18.84686, 12.07250, 12.49643], [17.66726, 12.62567, 11.23315], [15.53077, 13.81760, 12.07224], [15.07660, 12.20513, 12.66475], [15.13008, 13.59912, 13.73540], [18.50781, 12.92644, 14.61646], [7.98751, 9.70422, 13.75012], [8.98572, 10.47898, 14.38816], [9.83637, 9.82519, 15.29099], [9.04348, 11.83448, 14.30044], [9.75131, 12.57657, 14.91829], [7.28843, 9.19937, 14.37278], [8.34891, 8.94815, 13.07131], [7.41960, 10.37265, 13.05982], [9.28484, 9.12910, 15.88922], [10.62493, 9.24621, 14.72175], [10.33972, 10.50664, 15.94379], [8.36628, 12.30059, 13.61227], [15.19464, 11.33456, 16.38053], [14.71988, 10.56173, 15.20396], [13.25861, 10.49177, 15.04189], [15.52998, 9.95716, 14.28010], [15.17616, 9.34032, 13.28952], [14.97334, 10.73378, 17.26768], [14.61737, 12.26798, 16.46167], [16.26382, 11.42853, 16.25566], [12.92185, 10.49078, 14.00068], [12.88504, 9.55418, 15.44716], [12.80227, 11.31890, 15.59079], [16.57861, 10.03869, 14.60283], [12.22665, 15.00329, 11.65982], [12.45895, 13.56401, 11.52301], [11.63396, 12.64186, 12.31645], [13.24367, 13.00500, 10.57425], [13.26645, 11.85961, 10.21346], [11.24451, 15.19572, 11.27241], [12.98267, 15.48718, 11.07429], [12.29404, 15.39368, 12.70782], [12.24900, 11.75902, 12.54917], [11.43666, 13.05069, 13.28763], [10.69599, 12.18837, 11.91645], [13.93655, 13.75132, 10.20509]], "forces_ev_per_a": [[0.41, 0.19, 0.58], [-1.24, -1.24, -0.74], [0.88, 1.30, 0.46], [-0.07, 0.97, -1.37], [0.87, 0.27, 1.04], [-0.56, -0.66, -0.08], [0.43, -0.98, 2.69], [0.30, 1.10, -1.68], [-0.55, -0.45, 2.17], [-0.64, -0.50, -0.67], [0.05, -0.25, -0.67], [-0.10, 0.12, 0.10], [-0.23, -0.19, -0.66], [0.29, 0.26, -1.12], [-0.45, 0.20, 0.72], [-2.38, 1.62, 0.82], [1.98, -1.17, -2.10], [-1.33, -0.78, -1.62], [-0.06, 0.17, 0.27], [1.68, 0.85, 1.34], [-1.02, -0.29, 0.25], [1.07, 0.72, 0.42], [0.35, -0.49, -0.03], [0.08, 0.28, 0.50], [-0.04, -0.28, -0.22], [0.27, 0.08, -0.24], [-0.20, -0.97, -0.48], [0.15, 0.15, 0.34], [-1.01, -0.09, 0.02], [0.15, 0.93, 0.74], [-0.52, -0.68, 0.71], [-3.35, -1.57, 0.13], [2.59, 0.06, -1.40], [0.24, -0.34, -0.31], [0.04, 0.25, -0.05], [0.42, -0.14, 0.16], [0.33, 0.34, -0.25], [-0.11, 0.48, -0.10], [-0.37, -0.10, -0.29], [1.59, 1.00, 0.74], [0.37, 1.85, 1.05], [0.06, 0.05, 1.43], [-0.69, -1.30, -0.73], [-0.15, -1.16, 0.50], [0.25, 1.02, -0.69], [-0.88, -1.10, -0.63], [1.01, -1.37, -0.17], [-0.31, 0.00, -0.92], [0.63, -0.16, -0.47], [-0.82, 0.70, 0.16], [0.75, 0.62, 0.19], [-0.07, 0.80, 0.29], [-1.64, -0.87, 1.25], [0.66, -0.09, 0.25], [-0.15, 0.36, -1.32], [1.19, -1.38, -0.27], [-0.70, 0.62, 0.43], [-0.44, -0.18, 0.12], [0.85, 0.68, 0.16], [0.37, 0.77, -0.77], [-0.02, -0.23, 0.01], [0.00, -0.23, -0.10], [-0.08, 0.16, 0.72], [-0.12, 0.33, -0.47], [-1.02, 0.95, -2.58], [-0.15, 1.40, 0.14], [1.98, -1.56, -0.40], [-1.19, -0.92, -0.65], [1.75, 0.72, 1.41], [-0.52, -0.12, 1.14], [0.86, -0.33, -0.10], [0.18, -0.35, 0.66], [-0.38, -0.53, 0.43], [-0.75, 0.42, 0.56], [0.18, 0.59, 0.28], [-0.88, -0.36, -0.83], [-0.71, -1.36, -0.81], [-0.66, 0.25, -0.83], [0.28, -0.26, 0.07], [-0.38, 0.36, 1.34], [-0.12, 0.33, 0.17], [0.16, 0.15, 0.12], [0.70, -0.12, -0.23], [0.16, 0.57, 0.29], [0.42, 0.23, 0.17], [-0.05, -0.12, 0.25], [-0.01, -0.07, -0.22], [0.24, 0.07, -0.28], [0.39, -0.72, 0.76], [-1.16, -1.19, 0.76], [0.53, -1.09, 0.18], [-0.05, 1.88, 0.63], [-0.14, -1.38, -0.12], [-0.55, 0.52, -0.26], [0.29, 0.51, -0.39], [0.02, -0.70, -0.76], [-0.08, 0.23, -0.36], [-0.35, 0.62, 0.32], [0.54, 0.86, -0.33], [0.44, 0.45, -0.66]]}


[2]
{"formula": "C3H5ClFNO2", "method": "ωB97M-V/def2-TZVPD", "smiles": "N[C@@H](C(=O)O)[C@H](F)Cl", "e_homo_ev": -10.46, "total_charge": 0, "gap_ev": 10.913, "fmax_ev_per_a": 4.36, "energy_ev": -24016.553, "relative_energy_kj_mol": 97.25, "symbols": ["N", "C", "C", "O", "O", "C", "F", "Cl", "H", "H", "H", "H", "H"], "positions_angstrom": [[-0.19498, -0.00268, 1.36484], [0.30983, -0.36071, 0.06774], [-0.88240, -0.77835, -0.79215], [-0.90647, -0.40925, -1.93506], [-1.75567, -1.71651, -0.15188], [0.96637, 0.85093, -0.64110], [2.15181, 1.05771, -0.02629], [-0.00874, 2.30854, -0.42854], [-1.03505, 0.74900, 1.23789], [0.60964, 0.27844, 2.05063], [1.08177, -1.18889, 0.23574], [-1.59079, -1.49163, 0.73630], [1.25469, 0.70340, -1.71812]], "forces_ev_per_a": [[-0.99, 1.76, 1.71], [0.14, 0.35, 0.40], [0.27, -1.83, -0.38], [-1.21, -0.94, 0.82], [1.11, 2.07, -3.67], [0.69, -0.84, -1.25], [1.00, 0.31, 0.88], [-0.08, 0.19, -0.44], [3.20, -1.98, 0.88], [-2.42, -0.26, -1.77], [-1.03, 1.03, -0.73], [0.30, 0.00, 2.58], [-0.99, 0.14, 0.98]]}


[3]
{"formula": "C4H13N2O2", "method": "ωB97M-V/def2-TZVPD", "e_homo_ev": -3.88, "total_charge": -1, "gap_ev": 7.586, "fmax_ev_per_a": 4.39, "energy_ev": -11432.214, "relative_energy_kj_mol": 243.46, "symbols": ["C", "O", "C", "C", "C", "N", "N", "H", "H", "H", "H", "H", "H", "H", "H", "H", "H", "H", "H", "H", "O"], "positions_angstrom": [[-0.83511, 0.98338, 0.02006], [-0.60396, 1.76487, 1.06132], [0.47912, 0.26960, -0.59681], [1.10864, -0.94898, 0.08952], [0.61233, -2.33185, 0.07189], [-0.10574, -2.84412, -1.06554], [1.55842, 1.31128, -0.62145], [-1.38244, 1.42925, -0.89199], [-1.61609, 0.12291, 0.36853], [0.17589, -0.12904, -1.46785], [2.22505, -0.99313, -0.16429], [1.37860, -0.78903, 1.10299], [1.53140, -3.11897, 0.09158], [-0.11816, -2.50923, 0.83968], [0.71778, -3.10707, -1.65960], [-0.87274, -2.15232, -1.45976], [1.08007, 2.14003, -1.11960], [1.69075, 1.48484, 0.42442], [-2.59758, 3.90685, 1.51622], [-1.74611, 2.47155, 1.50092], [-2.68012, 3.03916, 1.95974]], "forces_ev_per_a": [[-1.38, -2.94, -0.10], [0.03, 1.23, 0.44], [0.44, 1.43, 4.13], [3.33, 1.04, 0.29], [0.10, -2.65, 0.12], [-0.43, 0.57, -2.52], [-1.22, 0.27, -0.49], [0.66, 0.02, 0.70], [1.22, 0.85, -0.99], [-0.67, -0.56, -3.93], [-1.29, 0.23, -1.05], [-0.67, 0.77, 1.69], [-1.99, 1.87, 0.90], [0.28, -0.02, 1.30], [-2.15, 0.73, -0.75], [2.63, -1.80, 0.64], [1.21, -1.25, 1.74], [-0.60, 0.57, -2.01], [-0.14, -0.66, 0.40], [-1.12, 0.51, 0.86], [1.78, -0.22, -1.37]]}


What is the formula in the first record? C30H52N8O10


What did the third record say?
{"formula": "C4H13N2O2", "method": "ωB97M-V/def2-TZVPD", "e_homo_ev": -3.88, "total_charge": -1, "gap_ev": 7.586, "fmax_ev_per_a": 4.39, "energy_ev": -11432.214, "relative_energy_kj_mol": 243.46, "symbols": ["C", "O", "C", "C", "C", "N", "N", "H", "H", "H", "H", "H", "H", "H", "H", "H", "H", "H", "H", "H", "O"], "positions_angstrom": [[-0.83511, 0.98338, 0.02006], [-0.60396, 1.76487, 1.06132], [0.47912, 0.26960, -0.59681], [1.10864, -0.94898, 0.08952], [0.61233, -2.33185, 0.07189], [-0.10574, -2.84412, -1.06554], [1.55842, 1.31128, -0.62145], [-1.38244, 1.42925, -0.89199], [-1.61609, 0.12291, 0.36853], [0.17589, -0.12904, -1.46785], [2.22505, -0.99313, -0.16429], [1.37860, -0.78903, 1.10299], [1.53140, -3.11897, 0.09158], [-0.11816, -2.50923, 0.83968], [0.71778, -3.10707, -1.65960], [-0.87274, -2.15232, -1.45976], [1.08007, 2.14003, -1.11960], [1.69075, 1.48484, 0.42442], [-2.59758, 3.90685, 1.51622], [-1.74611, 2.47155, 1.50092], [-2.68012, 3.03916, 1.95974]], "forces_ev_per_a": [[-1.38, -2.94, -0.10], [0.03, 1.23, 0.44], [0.44, 1.43, 4.13], [3.33, 1.04, 0.29], [0.10, -2.65, 0.12], [-0.43, 0.57, -2.52], [-1.22, 0.27, -0.49], [0.66, 0.02, 0.70], [1.22, 0.85, -0.99], [-0.67, -0.56, -3.93], [-1.29, 0.23, -1.05], [-0.67, 0.77, 1.69], [-1.99, 1.87, 0.90], [0.28, -0.02, 1.30], [-2.15, 0.73, -0.75], [2.63, -1.80, 0.64], [1.21, -1.25, 1.74], [-0.60, 0.57, -2.01], [-0.14, -0.66, 0.40], [-1.12, 0.51, 0.86], [1.78, -0.22, -1.37]]}


Number 1 is which compound? C30H52N8O10